Here is the molecule C4H6ClNS2 at a distorted geometry from the OMol25 dataset. Energies are from ωB97M-V/def2-TZVPD.

Element x y z (Å)
C -0.267 -0.307 -0.661
C -1.497 -0.740 0.211
C 1.076 -0.488 0.041
C 1.917 0.463 0.404
H -1.156 0.963 -1.880
H -0.646 1.684 -0.502
H -0.177 -1.063 -1.513
H -0.432 0.527 2.073
H 2.805 0.240 1.006
H 1.760 1.491 0.073
N -0.400 0.979 -1.192
S -1.677 -0.048 1.856
S -2.710 -1.577 -0.375
Cl 1.404 -2.123 0.460

Atoms 1-2, force components in eV/Å:
1.1 -2.7 0.0
1.3 1.2 0.8

Energy relative to the best compared isomer or geometry (same formula, charge and spin) in kJ/mol: 103.5
Spin multiplicity: 1
Charge: 0
Orbital gap in eV: 8.58

Results of the Mulliken charge analysis, in e, for atoms 1 through 5: -0.310, 0.218, 0.266, -0.745, 0.284

Here is a cluster of 2 separate species, H3OS2 in total from the OMol25 dataset. Energies are from ωB97M-V/def2-TZVPD.

Element x y z (Å)
O -0.942 -0.109 1.897
H -0.553 -0.315 1.018
S 0.372 -1.157 -0.934
S 0.983 0.839 -1.365
H -1.850 0.041 1.638
H 1.989 0.702 -2.255

Atoms 1-2, force components in eV/Å:
0.0 0.1 -0.2
0.5 -0.3 0.1

Energy relative to the best compared isomer or geometry (same formula, charge and spin) in kJ/mol: 10.4
Spin multiplicity: 1
Charge: -1
Orbital gap in eV: 6.32

Results of the Mulliken charge analysis, in e, for atoms 1 through 5: -0.624, 0.231, -0.675, -0.295, 0.299

Here is a cluster of 2 separate species, C13H28BF3O7P in total at a distorted geometry from the OMol25 dataset. Energies are from ωB97M-V/def2-TZVPD.

Element x y z (Å)
C 2.045 3.411 -0.844
C 2.959 2.307 -1.708
C 2.374 2.112 -3.229
C 3.266 0.927 -0.889
C 2.176 -0.278 -1.070
C 2.523 -1.276 -2.367
C 0.599 0.192 -1.022
O -0.072 0.219 -2.338
B -1.539 -0.069 -2.165
O -2.156 0.639 -3.340
C -2.315 2.063 -2.982
C -2.812 1.855 -1.430
C -2.256 2.866 -0.254
F -3.397 3.734 0.168
F -1.802 2.139 0.983
F -1.222 3.757 -0.833
O -2.217 0.549 -1.001
H 2.755 4.288 -0.452
H 1.239 3.952 -1.521
H 1.581 2.936 0.135
H 4.013 2.854 -1.838
H 2.839 3.003 -3.874
H 1.209 2.304 -3.239
H 2.705 1.128 -3.768
H 4.317 0.524 -1.284
H 3.452 1.224 0.243
H 2.321 -0.990 -0.122
H 2.042 -0.910 -3.368
H 3.684 -1.435 -2.406
H 2.036 -2.328 -2.084
H 0.401 1.196 -0.456
H 0.029 -0.648 -0.393
H -1.770 -1.210 -2.415
H -3.278 2.363 -3.621
H -1.466 2.828 -3.232
H -3.992 1.759 -1.390
C -1.713 -1.880 5.704
O -2.261 -2.515 4.552
P -1.179 -3.336 3.481
O -0.349 -3.865 4.658
O -0.564 -1.891 2.978
C -1.470 -0.861 2.590
O -0.097 -4.158 2.410
C -0.601 -5.405 1.973
H -2.445 -1.158 6.072
H -1.533 -2.619 6.489
H -0.790 -1.351 5.470
H -1.533 -0.126 3.395
H -2.470 -1.264 2.378
H -1.090 -0.372 1.692
H -1.531 -5.254 1.426
H -0.775 -6.061 2.829
H 0.132 -5.868 1.308

Atoms 1-2, force components in eV/Å:
0.7 0.5 0.2
0.7 0.9 -0.1

Spin multiplicity: 1
Charge: -1
Orbital gap in eV: 4.29

Results of the Mulliken charge analysis, in e, for atoms 1 through 5: -0.964, 0.422, -0.838, -1.085, 0.414

| no. | energy (Eh) | HOMO (eV) | LUMO level (eV) |
| --- | --- | --- | --- |
| 1 | -1467.29561 | -8.927 | -0.35 |
| 2 | -873.46352 | -2.569 | 3.75 |
| 3 | -1704.45202 | -5.213 | -0.92 |